The following is a DFT calculation (ωB97M-V/def2-TZVPD) of C41H73ClF5IO16S as an isolated structure in a non-equilibrium geometry.

As for the net charge: 0. The calculation puts the total energy at -4464.808772 a.u. As for the HOMO energy: -8.90 eV. As for the LUMO energy: -0.60 eV. The energy above the lowest of the compared OMol25 structures with the same formula, charge and spin is 329.6 kJ/mol.

Last column: Löwdin charge in e.
CARTESIAN COORDINATES (ANGSTROEM)
H  -2.0905  -1.7766  0.6672  0.120
O  -3.5916  -6.2650  -1.2308  -0.260
H  -5.5294  -4.9903  4.0900  0.116
C  6.4884  3.9717  0.7659  -0.171
H  6.2529  10.3103  2.7647  0.127
C  -3.0130  -8.1771  -3.1299  -0.631
H  4.0675  5.0060  -1.8699  0.077
H  -2.2421  1.2907  3.5505  0.116
H  -3.0607  4.6143  0.9019  0.085
H  -0.3616  0.9450  5.4122  0.085
C  5.9285  3.7336  -0.6290  -0.188
O  5.2870  11.1087  1.1887  -0.125
H  -1.0683  -6.1871  -2.4759  0.104
O  4.1492  3.2904  2.5337  -0.211
H  3.2764  5.0360  3.1132  0.123
H  -3.5863  -7.3700  4.1254  0.113
H  -0.9218  3.5847  1.9847  0.114
H  -0.2750  -5.6430  -10.1217  0.123
H  0.3952  2.3688  6.2013  0.086
Cl  -4.2096  -4.0668  -2.5582  0.780
H  8.5265  10.6891  2.1059  0.126
C  -2.2961  -5.9476  -9.1014  -0.067
C  4.7852  5.4611  1.6477  -0.188
H  -4.3246  -3.7271  4.0670  0.127
H  6.4229  2.8629  -1.0753  0.128
H  7.6166  12.2110  1.9482  0.124
C  7.7400  11.2016  1.5392  -0.195
C  -0.4823  2.0058  5.6563  -0.113
C  -2.9411  -5.2433  -2.0104  -0.727
H  -7.8977  -7.6916  2.6044  0.089
H  -3.3834  -6.5334  7.8915  0.087
C  -2.4544  1.3838  2.4849  -0.173
C  -0.8108  -5.8472  -9.1597  0.009
F  -2.8444  -4.5224  -10.9610  0.121
H  -5.4229  -6.7345  1.7570  0.122
H  3.8662  2.4809  4.4150  0.084
H  4.9457  4.8290  3.6957  0.127
C  -7.4439  -6.8369  3.1155  -0.110
H  4.6126  10.1006  -1.9786  0.126
C  -2.3594  -6.9915  -3.9957  -0.232
C  -2.2624  -6.3705  -6.5737  -0.089
C  -2.9686  -3.7463  0.1802  -0.169
H  -2.4652  -3.9510  1.1708  0.111
H  0.6699  1.5008  3.5672  0.126
C  4.2750  4.6714  2.8435  -0.190
O  -6.1822  -7.1930  3.6415  -0.205
H  -3.6849  2.5097  1.1295  0.123
H  6.2250  3.1621  1.4459  0.114
H  -1.3834  -7.4527  -4.3409  0.125
O  -4.8227  -8.4450  -1.1999  -0.339
H  4.6298  1.4260  3.2026  0.090
C  3.8179  3.9568  -1.6783  -0.106
H  5.5783  2.7277  3.9316  0.088
H  6.1252  4.6155  -1.2492  0.117
C  6.4363  10.4329  1.6928  -0.177
H  5.2778  7.5009  -0.0914  0.065
H  -1.3577  -5.1988  -0.4849  0.128
C  -2.0590  -4.4406  -0.9397  -0.154
O  -4.4095  -6.3774  6.1023  -0.202
H  -1.4672  -3.6163  -1.4118  0.111
O  -1.2519  1.5464  1.7357  -0.127
H  -7.3622  -5.9878  2.4288  0.086
F  -4.0663  -5.6289  -5.2156  0.044
O  -3.6654  -5.4647  3.2929  -0.139
C  4.5792  2.4462  3.5844  -0.111
C  -3.4108  -6.9877  6.8954  -0.115
H  6.5104  9.4255  1.2816  0.115
C  -1.1944  -4.5839  -3.8845  -0.141
H  -4.6260  -4.3698  6.3573  0.126
H  -0.2314  -6.4612  -5.6940  0.102
H  -4.0097  -4.1513  0.2017  0.104
C  -0.1026  -6.0339  -7.8912  -0.049
C  -3.0216  -6.1817  -7.8421  0.075
H  -2.9774  5.6747  2.3146  0.088
C  8.6770  12.5012  -0.1996  -0.114
S  -4.3447  -7.4172  -2.1349  0.586
O  4.5356  3.4542  -0.5704  -0.203
H  1.0582  3.2441  3.5501  0.119
H  -3.6565  -8.0455  6.9949  0.089
H  5.5063  7.3780  -1.8685  0.086
H  -4.4541  2.1336  2.6902  0.128
F  -3.9261  -7.7920  -5.7004  0.036
C  -4.4702  -4.7947  4.2594  -0.174
C  -3.5164  2.4373  2.2102  -0.191
O  -5.4908  -6.9629  -2.9061  -0.264
C  -1.8118  -3.6377  -4.6926  0.005
C  4.9349  9.9005  -0.9498  -0.192
H  -4.5372  4.9443  1.8693  0.088
H  -3.3173  -9.0582  -3.7381  0.090
C  -2.9081  -2.1711  -0.0120  -0.262
H  -1.6614  -2.5532  -4.4116  0.083
H  6.8969  7.2772  -0.7623  0.094
C  5.9312  7.7539  -0.9309  -0.108
H  -2.8625  0.4176  2.1718  0.116
H  -2.4284  -6.9113  6.4184  0.085
H  -4.1421  -6.2310  -7.8453  0.132
C  -3.0303  -5.7902  -10.4779  -0.494
H  4.1540  5.3187  0.7696  0.116
H  2.7542  3.8985  -1.4452  0.089
I  -1.5801  -8.9883  -1.6722  0.936
C  -1.9135  -5.7504  -3.0966  -0.245
H  -3.0603  -7.1995  2.4703  0.125
H  7.5790  3.9640  0.6933  0.128
C  -0.8097  -6.3083  -6.6392  -0.024
H  -8.0839  -6.5401  3.9472  0.088
H  9.6548  12.6679  0.2642  0.088
C  -4.0727  -5.0558  5.7047  -0.195
H  1.0184  -5.9725  -7.8906  0.107
H  -2.4122  -3.8287  -5.6137  0.072
H  -5.1230  -8.3853  2.3667  0.130
H  8.7936  12.5053  -1.2838  0.089
H  0.3948  2.6349  1.3445  0.126
H  -2.5965  -1.8694  -1.0578  0.107
H  4.0209  3.3532  -2.5685  0.089
O  -4.1785  -1.5243  0.2363  -0.100
H  -4.3239  -0.9452  -0.5325  0.084
C  -3.1450  -6.6656  -5.3100  -0.375
C  0.2506  2.5077  3.4619  -0.189
H  -1.3623  2.1094  6.2918  0.089
H  6.0081  11.7646  -0.6487  0.113
H  4.1499  9.3392  -0.4303  0.126
O  -3.1505  3.6954  2.7614  -0.203
H  4.2842  11.8467  -0.3914  0.126
O  -0.6911  2.7780  4.4929  -0.203
C  -5.1760  -7.3268  2.6450  -0.186
O  6.1588  5.2379  1.3320  -0.131
O  8.1584  11.2421  0.1819  -0.203
C  -3.4550  4.7819  1.9094  -0.115
C  5.1641  11.2192  -0.2268  -0.177
F  -2.4799  -6.7043  -11.3734  0.090
O  6.1389  9.1484  -1.0148  -0.199
F  -4.3503  -6.1302  -10.3173  0.108
C  -3.8251  -6.8782  3.1825  -0.169
H  -0.0684  -4.5063  -3.8324  0.122
C  -0.4016  2.6331  2.0934  -0.173
H  4.7135  6.5233  1.9021  0.121
H  7.9885  13.3084  0.0703  0.086
H  -3.0002  -4.8643  5.8264  0.123